# 1
11
Properties=species:S:1:pos:R:3:forces:R:3 method="wB97M-V/def2-TZVPD" spin_multiplicity=6 orbital_gap_ev="6.19 / 5.93" energy_ha=-1456.13807 lumo_ha="-0.0565 / -0.0667"
O 1.9277 -0.7844 -0.6595 -0.6854 -0.4936 -0.7822
C 0.6243 -0.4833 -0.5778 -1.3367 0.6918 1.4578
H 0.8158 1.2386 -0.1482 -2.1913 1.7855 0.2845
C -0.6549 -0.4897 -1.0541 0.8284 -1.2928 -1.0107
C -1.2939 0.1520 0.1671 0.0991 1.3143 -0.4551
C 0.1447 0.6038 0.4900 3.9114 -1.7934 -0.9119
O 0.8790 0.5814 1.6896 -0.3502 -0.3196 1.4227
H -1.0490 -0.7110 -2.0479 -0.1101 -0.2192 0.4095
H -1.7112 -0.5446 0.9118 0.4051 0.1993 -0.2510
H -2.0279 0.9598 0.0082 0.2018 -0.2196 -0.0117
Mn 2.3454 -0.5225 1.2209 -0.7721 0.3474 -0.1518

=====

# 2
10
Properties=species:S:1:pos:R:3:forces:R:3 method="wB97M-V/def2-TZVPD" spin_multiplicity=1 smiles="N#CCC=C=N" e_above_lowest_kj_mol=184.81 orbital_gap_ev=10.04 energy_ha=-264.25604 lumo_ha=0.0191
N 0.0453 -1.5944 -2.3772 0.4104 0.8635 0.8372
C 0.3555 -0.7041 -1.7060 -0.2261 0.4178 -0.1864
C 0.6888 0.5375 -0.9075 -2.9274 -0.9857 0.1611
C 0.2089 0.4419 0.5736 3.6744 2.7813 -1.1150
C -0.7414 -0.0982 1.2091 -2.3475 -1.1812 0.8977
N -1.6884 -0.4017 1.9107 -0.4066 -1.0137 0.2287
H 1.7151 0.6618 -0.9023 2.1673 0.0174 0.0626
H 0.3058 1.4300 -1.4702 -0.0870 -0.8252 0.6513
H 0.7987 1.0690 1.3240 -0.4479 -0.8264 -1.2522
H -1.6882 -1.3418 2.3458 0.1905 0.7521 -0.2851

=====

# 3
10
Properties=species:S:1:pos:R:3:forces:R:3 method="wB97M-V/def2-TZVPD" spin_multiplicity=1 smiles="C=C1C=NN=C1" e_above_lowest_kj_mol=338.89 orbital_gap_ev=8.41 energy_ha=-264.19736 lumo_ha=-0.0506
C 2.0465 0.0109 -0.1615 0.5258 -1.7134 2.3224
C 0.6935 0.0722 0.1714 4.8732 1.1802 -1.4414
C -0.1036 -1.0381 0.1097 -5.6153 -3.5761 -0.5582
N -1.4644 -0.8060 -0.0161 6.2277 1.4414 -0.4760
N -1.4086 0.6629 -0.1879 -1.4214 0.4685 1.1059
C -0.2426 1.1440 0.0680 -0.6623 0.5095 0.8143
H 2.5986 -1.0498 -0.2412 -1.7045 2.3364 -0.0620
H 2.8421 0.7956 0.0049 -1.5214 -0.3587 -0.7735
H 0.3191 -2.0259 0.1154 -0.2758 -0.4604 0.1277
H -0.0121 2.1474 0.4239 -0.4259 0.1726 -1.0594

=====

# 4
10
Properties=species:S:1:pos:R:3:forces:R:3 method="wB97M-V/def2-TZVPD" spin_multiplicity=1 e_above_lowest_kj_mol=397.07 orbital_gap_ev="8.60 / 6.95" energy_ha=-264.17519 lumo_ha="-0.0293 / -0.0105"
C -0.7759 0.6948 -0.4666 0.0328 -0.2737 -0.1897
C -0.2497 -0.5819 -0.6596 -0.5809 0.1639 -0.2500
C -0.4648 1.6041 0.6001 -0.5565 0.5336 -0.4323
C 0.7365 -1.2277 -0.0310 0.2617 -0.4114 0.0002
N 0.1951 1.4136 1.6394 0.4691 -0.2621 0.3629
N 1.7421 -1.8552 0.1659 0.5060 0.3661 -0.0805
H -1.4991 1.0272 -1.1964 -0.0265 0.0569 0.0581
H -0.7110 -1.1881 -1.4341 0.0502 -0.0319 0.0168
H -0.9308 2.5978 0.4611 0.1442 -0.0128 0.2152
H 1.9575 -2.4846 0.9214 -0.3002 -0.1288 0.2993